The following is a quantum chemistry calculation of an isolated molecule of C4H8N2S4 at a distorted geometry, from the OMol25 dataset.

ORCA input file:
```
! RIJCOSX wB97M-V def2-TZVPD def2/J DEFGRID3
* xyz 0 1
C 0.080 0.947 1.982
C 2.865 1.038 2.585
C -1.879 -1.666 -1.559
C -0.861 -1.119 -2.481
N -0.221 1.026 0.700
N 0.381 0.319 -0.399
S -0.706 1.609 3.223
S 1.530 -0.053 2.276
S 2.864 2.677 2.370
S -0.492 0.648 -1.920
H 3.630 0.625 3.211
H -1.574 -1.622 -0.587
H -2.825 -1.198 -1.793
H -2.154 -2.686 -1.859
H -1.054 -0.999 -3.561
H 0.080 -1.599 -2.275
H -1.096 1.644 0.534
H 1.433 0.409 -0.448
*
```

Computed properties:
HOMO	-8.564	eV
LUMO energy	-0.58	eV
electronic energy	-50595.8014	eV
energy relative to the best compared isomer or geometry (same formula, charge and spin)	193.90	kJ/mol
Kohn-Sham gap	7.99	eV